The following is a DFT calculation (the ωB97M-V functional and the def2-TZVPD basis) of C36H39AsMnN5PS2 as an isolated structure.

XYZ file:
```
85
Properties=species:S:1:pos:R:3
Mn 0.108 -2.672 0.652
C -1.446 -5.041 1.477
C -0.142 -5.287 2.216
N 0.933 -4.465 1.610
C 1.958 -4.000 2.565
C 1.461 -2.766 3.344
N 0.250 -2.143 2.717
C -1.015 -2.483 3.448
C -2.157 -2.868 2.515
N -1.682 -3.578 1.300
H -1.406 -5.483 0.482
H -2.283 -5.491 2.014
H -0.229 -5.026 3.269
H 0.109 -6.348 2.181
H 1.395 -5.007 0.885
H 2.251 -4.797 3.252
H 2.839 -3.739 1.982
H 1.225 -3.018 4.377
H 2.251 -2.017 3.379
H 0.375 -1.134 2.766
H -0.796 -3.285 4.146
H -1.322 -1.627 4.051
H -2.884 -3.482 3.053
H -2.678 -1.979 2.168
H -2.407 -3.471 0.592
S -0.400 -3.465 -1.382
C 0.958 -3.054 -2.400
C 0.790 -3.289 -3.797
N 0.618 -3.498 -4.913
C 2.061 -2.484 -1.876
S 2.181 -2.168 -0.164
C 3.172 -2.079 -2.674
N 4.059 -1.730 -3.314
C 0.009 0.194 -1.587
C -0.611 1.537 -1.945
As 0.528 2.372 -3.358
C -0.093 4.202 -3.106
C 0.811 5.237 -3.334
C 0.405 6.558 -3.226
C -0.910 6.858 -2.897
C -1.818 5.832 -2.683
C -1.412 4.508 -2.791
C 2.103 2.436 -2.203
C 2.136 3.179 -1.023
C 3.251 3.139 -0.203
C 4.346 2.352 -0.551
C 4.321 1.609 -1.720
C 3.202 1.654 -2.545
P -0.607 -0.413 0.016
C -2.409 -0.448 -0.065
C -2.988 -0.890 -1.260
C -4.366 -0.956 -1.386
C -5.179 -0.591 -0.321
C -4.614 -0.165 0.874
C -3.236 -0.098 1.006
C -0.024 0.821 1.206
C -0.753 1.986 1.465
C -0.209 2.983 2.261
C 1.063 2.841 2.794
C 1.813 1.709 2.506
C 1.278 0.709 1.710
H 1.090 0.296 -1.440
H -0.156 -0.550 -2.368
H -0.616 2.220 -1.094
H -1.631 1.426 -2.311
H 1.842 5.017 -3.590
H 1.115 7.354 -3.404
H -1.227 7.889 -2.816
H -2.848 6.062 -2.441
H -2.144 3.724 -2.637
H 1.297 3.815 -0.757
H 3.282 3.740 0.698
H 5.224 2.338 0.081
H 5.174 1.008 -2.004
H 3.195 1.082 -3.466
H -2.368 -1.173 -2.102
H -4.804 -1.285 -2.318
H -6.255 -0.635 -0.424
H -5.248 0.122 1.702
H -2.813 0.236 1.944
H -1.723 2.143 1.019
H -0.780 3.882 2.448
H 1.481 3.624 3.413
H 2.824 1.615 2.878
H 1.904 -0.133 1.437
```

Summary:
Charge: +2
⟨S²⟩: 4.23
Relative energy (zero: lowest compared OMol25 entry of this formula, charge and spin), kcal/mol: 3.7
HOMO level (alpha / beta), Eh: -0.4623 / -0.4626
Spin multiplicity: 4

=====

The following is a DFT calculation (the ωB97M-V functional and the def2-TZVPD basis) of C36H39AsN3O2Zr as an isolated structure.

XYZ file:
```
82
Properties=species:S:1:pos:R:3
Zr 0.026 1.630 -1.099
C -3.863 2.985 -1.782
C -2.444 3.199 -1.374
O -1.563 2.421 -2.006
C -2.076 4.143 -0.463
C -0.726 4.512 -0.131
C -0.450 5.865 0.435
N 0.250 3.679 -0.366
N 1.556 4.125 -0.183
C 2.387 3.297 -0.727
O 1.970 2.203 -1.359
C 3.839 3.533 -0.650
C 4.720 2.582 -1.156
C 6.088 2.792 -1.072
C 6.577 3.949 -0.485
C 5.699 4.900 0.021
C 4.333 4.696 -0.059
H -4.085 1.918 -1.790
H -4.009 3.363 -2.796
H -4.550 3.497 -1.113
H -2.864 4.759 -0.055
H -1.375 6.379 0.681
H 0.107 6.456 -0.294
H 0.186 5.783 1.316
H 4.329 1.683 -1.611
H 6.772 2.053 -1.467
H 7.645 4.114 -0.422
H 6.082 5.804 0.475
H 3.640 5.428 0.329
C -1.824 -3.621 5.515
C -1.837 -3.019 4.139
C -2.503 -1.830 3.875
C -2.518 -1.262 2.609
C -3.276 0.034 2.437
C -1.833 -1.900 1.552
As -1.985 -0.860 -0.111
N -0.570 0.320 0.282
C 0.668 0.040 0.917
C 1.257 1.080 1.643
C 2.560 0.959 2.114
C 3.268 -0.209 1.898
C 2.672 -1.262 1.207
C 1.389 -1.141 0.707
C -1.376 -1.989 -1.619
C -0.364 -1.741 -2.560
C 0.542 -0.523 -2.623
C -0.163 -2.642 -3.607
C -0.949 -3.768 -3.781
C -0.705 -4.732 -4.906
C -1.989 -3.964 -2.883
C -2.217 -3.103 -1.820
C -3.362 -3.413 -0.890
C -1.148 -3.098 1.802
C -0.360 -3.904 0.796
C -1.173 -3.629 3.089
H -2.469 -3.068 6.196
H -0.814 -3.617 5.929
H -2.161 -4.657 5.491
H -3.033 -1.330 4.678
H -3.719 0.331 3.386
H -4.082 -0.059 1.706
H -2.625 0.847 2.107
H 0.673 1.969 1.859
H 3.009 1.778 2.660
H 4.278 -0.308 2.272
H 3.222 -2.180 1.043
H 0.939 -1.948 0.144
H -0.010 0.357 -3.024
H 1.307 -0.675 -3.381
H 1.128 -0.331 -1.708
H 0.634 -2.449 -4.317
H 0.126 -4.411 -5.532
H -1.590 -4.823 -5.537
H -0.476 -5.726 -4.521
H -2.646 -4.817 -3.011
H -4.012 -4.166 -1.333
H -3.976 -2.531 -0.687
H -3.014 -3.793 0.072
H -0.295 -3.453 -0.186
H -0.810 -4.892 0.677
H 0.654 -4.061 1.168
H -0.642 -4.559 3.269
```

Summary:
Charge: +1
HOMO level, Eh: -0.3978
Spin multiplicity: 1

=====

The following is a DFT calculation (the ωB97M-V functional and the def2-TZVPD basis) of C36H39BN7O3PRhS2 as an isolated structure.

XYZ file:
```
90
Properties=species:S:1:pos:R:3
Rh -0.946 0.098 -0.305
C 3.667 -0.563 -1.052
C 1.772 -0.464 0.815
C 2.369 -0.159 2.208
C 1.809 1.205 2.428
C 2.264 2.165 3.465
N 0.885 1.455 1.539
N 0.672 0.443 0.677
B 0.101 2.763 1.255
N 0.284 3.075 -0.243
N -0.059 2.175 -1.207
C -0.049 2.798 -2.376
C -0.428 2.128 -3.651
C 0.329 4.135 -2.177
C 0.515 4.277 -0.818
C 0.887 5.494 -0.043
N -1.403 2.481 1.439
N -2.020 1.798 0.442
C -3.323 2.077 0.489
C -4.318 1.602 -0.510
C -3.553 2.933 1.579
C -2.319 3.172 2.148
C -1.973 3.980 3.351
H 4.540 -0.014 -1.406
H 2.902 -0.529 -1.827
H 3.965 -1.598 -0.894
H 2.203 -0.848 3.042
H 3.084 1.735 4.037
H 1.450 2.400 4.153
H 2.599 3.102 3.019
H 0.482 3.627 1.970
H -1.264 1.449 -3.484
H 0.409 1.561 -4.058
H -0.725 2.875 -4.383
H 0.430 4.895 -2.932
H 1.095 6.317 -0.721
H 1.769 5.314 0.572
H 0.073 5.793 0.618
H -3.889 1.616 -1.511
H -5.196 2.243 -0.479
H -4.624 0.578 -0.308
H -4.501 3.348 1.877
H -2.872 4.157 3.935
H -1.551 4.945 3.067
H -1.241 3.459 3.968
O -3.983 -1.518 0.159
S -3.339 -1.795 -1.101
O -4.184 -2.122 -2.207
O -2.393 -0.684 -1.499
C -2.336 -3.269 -0.805
C -3.113 -4.420 -0.764
C -2.517 -5.660 -0.624
C -1.135 -5.751 -0.537
C -0.362 -4.607 -0.566
C -0.948 -3.343 -0.675
P 0.108 -1.864 -0.750
C 0.775 -2.029 -2.441
C 1.780 -2.933 -2.777
C 2.202 -3.025 -4.092
C 1.624 -2.232 -5.075
C 0.627 -1.328 -4.739
C 0.207 -1.224 -3.422
C 1.444 -1.868 0.449
C 3.137 0.065 0.217
C 3.796 -0.245 1.590
C 4.277 -1.641 1.741
C 3.532 -2.753 1.507
C 2.235 -2.882 0.915
H -4.185 -4.317 -0.864
H -3.123 -6.555 -0.604
H -0.656 -6.718 -0.459
H 0.715 -4.691 -0.544
H 2.235 -3.558 -2.018
H 2.992 -3.717 -4.349
H 1.950 -2.317 -6.103
H 0.175 -0.699 -5.494
H -0.575 -0.534 -3.139
H 3.058 1.146 0.094
H 4.526 0.485 1.941
H 5.258 -1.779 2.177
H 4.005 -3.690 1.780
H 1.855 -3.891 0.825
S -2.872 -0.544 4.103
C -1.296 -1.221 4.071
C -0.850 -1.289 2.795
N -1.724 -0.803 1.858
C -2.829 -0.391 2.403
H -0.809 -1.544 4.975
H 0.087 -1.720 2.481
H -3.674 -0.019 1.853
```

Summary:
Charge: +1
Relative energy (zero: lowest compared OMol25 entry of this formula, charge and spin), kcal/mol: 43.6
HOMO level, Eh: -0.3844
Spin multiplicity: 1

=====

The following is a DFT calculation (the ωB97M-V functional and the def2-TZVPD basis) of C36H39CrF5N13O3STe as an isolated structure.

XYZ file:
```
99
Properties=species:S:1:pos:R:3
Cr 0.004 -0.630 0.175
O -1.784 -0.411 -0.211
C -2.856 -0.522 0.517
C -4.076 -0.787 -0.143
C -5.236 -0.921 0.581
C -5.246 -0.775 1.972
C -4.068 -0.510 2.627
C -2.859 -0.401 1.928
C -1.660 -0.019 2.602
N -0.500 -0.023 2.042
N 0.460 0.772 2.663
C 1.089 1.421 1.732
O 0.845 1.278 0.471
C 2.221 2.295 2.137
C 2.664 2.328 3.460
C 3.751 3.111 3.809
C 4.408 3.872 2.847
C 3.976 3.837 1.529
C 2.891 3.046 1.176
H -4.021 -0.941 -1.214
H -6.161 -1.154 0.066
H -6.171 -0.877 2.524
H -4.057 -0.390 3.705
H -1.727 0.415 3.597
H 2.146 1.728 4.194
H 4.092 3.130 4.836
H 5.255 4.486 3.127
H 4.484 4.427 0.775
H 2.542 2.979 0.149
C 5.869 -0.821 -1.668
C 6.115 0.335 -0.704
C 5.605 1.666 -1.251
C 5.640 0.022 0.716
N 4.284 -0.496 0.824
C 3.154 -0.202 0.179
N 2.187 -0.898 0.728
N 2.732 -1.613 1.719
N 3.987 -1.384 1.790
H 6.367 -0.632 -2.620
H 4.807 -0.959 -1.878
H 6.249 -1.761 -1.266
H 7.200 0.441 -0.590
H 4.530 1.662 -1.436
H 6.092 1.889 -2.201
H 5.813 2.482 -0.557
H 5.718 0.909 1.352
H 6.264 -0.760 1.146
H 3.026 0.487 -0.633
F -0.427 -4.796 0.276
Te -1.623 -3.594 -0.578
F -2.271 -2.307 -2.708
F -3.050 -4.828 -0.287
F -0.811 -4.555 -2.098
F -1.808 -3.041 1.340
O 0.174 -2.128 -0.281
C 1.096 -1.961 -3.037
C 0.251 -0.753 -2.886
N 0.202 0.066 -1.848
C -0.732 1.036 -2.158
C -1.234 0.799 -3.389
N -0.582 -0.325 -3.859
C -1.002 -1.131 -4.978
N -0.085 -0.996 -6.097
N 0.554 -2.067 -6.606
N 1.314 -1.705 -7.569
C 1.198 -0.345 -7.723
C 1.811 0.532 -8.622
C 1.484 1.865 -8.524
C 0.571 2.329 -7.557
C -0.041 1.480 -6.662
C 0.291 0.127 -6.767
H 1.854 -1.981 -2.259
H 1.578 -1.972 -4.017
H 0.483 -2.861 -2.946
H -1.082 1.722 -1.406
H -2.052 1.248 -3.926
H -2.000 -0.810 -5.268
H -1.070 -2.173 -4.670
H 2.511 0.164 -9.359
H 1.933 2.581 -9.200
H 0.348 3.388 -7.519
H -0.728 1.844 -5.912
C 1.607 4.984 -1.981
C 0.907 5.106 -0.671
C 1.272 5.933 0.344
C 0.543 5.830 1.559
N -0.498 5.055 1.713
C -0.919 4.270 0.685
S -2.252 3.299 0.746
N -0.154 4.297 -0.474
C 0.998 6.605 2.757
H 2.357 5.763 -2.088
H 0.896 5.057 -2.806
H 2.096 4.008 -2.055
H 2.118 6.596 0.250
H -0.423 3.642 -1.195
H 1.495 7.532 2.472
H 1.715 5.992 3.311
H 0.153 6.811 3.409
```

Summary:
Charge: -1
HOMO level (alpha / beta), Eh: -0.1922 / -0.1919
Spin multiplicity: 1

=====

Total energy per entry: -168519.435; -108646.941; -89177.258; -123619.599 eV
Largest force on an atom per entry: 0.4; 0.7; 2.6; 1.1 eV Å⁻¹